[1]
{
  "formula": "C6H10",
  "method": "ωB97M-V with the def2-TZVPD basis set",
  "species": ["C", "C", "C", "C", "C", "C", "H", "H", "H", "H", "H", "H", "H", "H", "H", "H"],
  "coordinates": [[2.0491, -0.4235, 0.2388], [0.6081, -0.0289, 0.3266], [-0.5301, -1.0075, 0.1860], [-1.7517, -0.1333, 0.2322], [-1.3726, 1.1300, 0.4892], [0.0912, 1.1940, 0.5495], [2.3532, -1.0550, 1.0832], [2.6947, 0.4600, 0.2226], [2.2443, -0.9963, -0.6762], [-0.2760, 0.2832, -2.3181], [-0.4568, -1.6355, -0.7105], [-0.5383, -1.6928, 1.0479], [-2.7636, -0.4945, 0.0855], [-0.9851, 0.3135, -2.0921], [-2.0289, 1.9872, 0.6012], [0.6624, 2.0994, 0.7342]],
  "nbo_charge": [-0.64, 0.05, -0.50, -0.20, -0.22, -0.26, 0.22, 0.22, 0.22, -0.01, 0.24, 0.25, 0.21, 0.00, 0.21, 0.21],
  "molar_mass_g_mol": 82.15,
  "homo_ha": -0.3047,
  "gap_ev": 9.48,
  "fmax_ha_per_bohr": 0.00384
}


[2]
{
  "formula": "C6H10",
  "method": "ωB97M-V with the def2-TZVPD basis set",
  "species": ["C", "C", "C", "C", "C", "C", "H", "H", "H", "H", "H", "H", "H", "H", "H", "H"],
  "coordinates": [[-2.1816, -0.2522, -0.3249], [-0.7101, -0.1821, -0.0577], [-0.0310, -0.7974, 0.9118], [1.4451, -0.4779, 0.8679], [1.4852, 0.7601, -0.0514], [0.2292, 0.6275, -0.9306], [-2.3882, -0.5503, -1.3604], [-2.6789, -0.9630, 0.3426], [-2.6466, 0.7318, -0.1802], [-0.4709, -1.4763, 1.6389], [1.8721, -0.2794, 1.8577], [2.0141, -1.3164, 0.4395], [1.3912, 1.6624, 0.5643], [2.4124, 0.8460, -0.6264], [0.4441, 0.0711, -1.8560], [-0.1859, 1.5962, -1.2352]],
  "nbo_charge": [-0.64, 0.02, -0.21, -0.43, -0.39, -0.44, 0.21, 0.22, 0.22, 0.20, 0.21, 0.20, 0.20, 0.21, 0.20, 0.21],
  "molar_mass_g_mol": 82.15,
  "homo_ha": -0.3220,
  "gap_ev": 9.92,
  "fmax_ha_per_bohr": 0.00331
}


[3]
{
  "formula": "C6H10",
  "method": "ωB97M-V with the def2-TZVPD basis set",
  "species": ["C", "C", "C", "C", "C", "C", "H", "H", "H", "H", "H", "H", "H", "H", "H", "H"],
  "coordinates": [[0.3738, -1.6478, -0.0219], [-0.0464, -0.9877, -1.3224], [0.1803, -0.2057, -0.1049], [1.2033, 0.8816, 0.0595], [-0.2891, 1.4632, 0.6835], [-1.2396, 0.2766, 0.6173], [1.3798, -2.0283, 0.0748], [-0.3971, -2.1320, 0.5615], [-1.0873, -1.0497, -1.6077], [0.6720, -0.9244, -2.1307], [1.5709, 1.4740, -0.8042], [2.0294, 0.7594, 0.7952], [-0.5806, 2.2216, -0.0191], [-0.0304, 1.7290, 1.6818], [-2.1315, 0.2985, -0.0504], [-1.5369, -0.2320, 1.5644]],
  "nbo_charge": [-0.40, -0.40, -0.04, -0.45, -0.34, -0.46, 0.21, 0.21, 0.21, 0.22, 0.21, 0.20, 0.21, 0.21, 0.20, 0.20],
  "molar_mass_g_mol": 82.15,
  "homo_ha": -0.2969,
  "gap_ev": 9.28,
  "fmax_ha_per_bohr": 0.05725
}


[4]
{
  "formula": "C6H10",
  "method": "ωB97M-V with the def2-TZVPD basis set",
  "species": ["C", "C", "C", "C", "C", "C", "H", "H", "H", "H", "H", "H", "H", "H", "H", "H"],
  "coordinates": [[-0.4838, -0.3736, 1.3421], [0.0025, 0.8646, 1.0008], [0.0461, 0.9709, -0.6302], [0.9175, 0.7253, -1.7885], [0.5112, -0.5395, -1.0194], [-0.4933, -1.2462, -0.0805], [0.1386, -0.8251, 2.1577], [-1.5460, -0.5233, 1.8752], [0.9280, 1.2793, 1.4967], [-0.8257, 1.6105, 1.2686], [-0.9604, 0.8626, -0.8407], [2.0164, 0.9739, -1.8273], [0.4170, 0.7901, -2.7535], [1.4012, -0.9736, -0.2073], [-1.5308, -1.1792, -0.3023], [-0.5385, -2.4165, 0.3084]],
  "nbo_charge": [-0.44, -0.42, -0.22, -0.35, -0.29, -0.39, 0.21, 0.21, 0.22, 0.22, 0.18, 0.24, 0.22, 0.17, 0.19, 0.22],
  "molar_mass_g_mol": 82.15,
  "homo_ha": -0.3071,
  "gap_ev": 9.46,
  "fmax_ha_per_bohr": 0.17316
}


[5]
{
  "formula": "C6H10",
  "method": "ωB97M-V with the def2-TZVPD basis set",
  "species": ["C", "C", "C", "C", "C", "C", "H", "H", "H", "H", "H", "H", "H", "H", "H", "H"],
  "coordinates": [[-0.5595, -0.1419, -1.7681], [-0.3242, -0.3542, -0.2724], [-0.3819, -1.8231, 0.1490], [0.6346, 2.2455, 1.8481], [0.9133, 1.2808, 1.0140], [0.9772, 0.2762, 0.1834], [-1.5383, -0.5356, -2.0653], [0.2070, -0.6385, -2.3751], [-0.5378, 0.9278, -2.0041], [-1.1186, 0.1779, 0.2648], [-0.2446, -1.9101, 1.2326], [-1.3511, -2.2645, -0.1089], [0.4037, -2.4129, -0.3390], [0.4963, 3.2675, 1.5066], [0.4990, 2.0373, 2.9057], [1.9249, -0.1321, -0.1714]],
  "nbo_charge": [-0.60, -0.23, -0.60, -0.50, 0.10, -0.28, 0.21, 0.20, 0.21, 0.21, 0.21, 0.21, 0.20, 0.22, 0.22, 0.22],
  "molar_mass_g_mol": 82.15,
  "homo_ha": -0.3472,
  "gap_ev": 10.57,
  "fmax_ha_per_bohr": 0.00520
}


[6]
{
  "formula": "C6H10",
  "method": "ωB97M-V with the def2-TZVPD basis set",
  "species": ["C", "C", "C", "C", "C", "C", "H", "H", "H", "H", "H", "H", "H", "H", "H", "H"],
  "coordinates": [[-1.5478, -1.0552, 1.0978], [-1.2431, -0.2592, -0.2016], [0.2966, -0.2507, -0.5889], [1.1908, 0.8839, -1.3884], [1.0844, 0.0106, 0.5812], [1.6053, 0.6237, 1.4814], [-1.3983, -2.1369, 0.9849], [-0.9097, -0.7167, 1.9211], [-2.5927, -0.9119, 1.4133], [-1.8547, -0.6886, -1.0097], [-1.5865, 0.7661, -0.0456], [0.4946, -1.1559, -1.1754], [1.5648, 1.7676, -0.8298], [2.1119, 0.3808, -1.7324], [0.6264, 1.2419, -2.2298], [2.1579, 1.5004, 1.7219]],
  "nbo_charge": [-0.61, -0.38, -0.30, -0.57, 0.02, -0.31, 0.20, 0.23, 0.21, 0.21, 0.21, 0.23, 0.22, 0.22, 0.21, 0.23],
  "molar_mass_g_mol": 82.15,
  "homo_ha": -0.3392,
  "gap_ev": 10.34,
  "fmax_ha_per_bohr": 0.03279
}


[7]
{
  "formula": "C6H10",
  "method": "ωB97M-V with the def2-TZVPD basis set",
  "species": ["C", "C", "C", "C", "C", "C", "H", "H", "H", "H", "H", "H", "H", "H", "H", "H"],
  "coordinates": [[0.2449, 0.4146, 1.7398], [-1.7266, -0.1444, -1.4178], [-0.4818, -0.1897, -0.9766], [0.3012, -1.2296, -0.2040], [0.9960, -0.0392, 0.4586], [0.5744, 0.8669, -0.7326], [0.0636, -0.3836, 2.4914], [-0.7938, 0.8583, 1.6369], [-2.1329, 0.7673, -1.8406], [-2.3597, -1.0233, -1.3666], [0.9399, -1.8435, -0.8480], [-0.2395, -1.8733, 0.4945], [2.1094, -0.1310, 0.5512], [0.9559, 1.1441, 2.0589], [1.2987, 0.9219, -1.5586], [0.2502, 1.8847, -0.4865]],
  "nbo_charge": [-0.63, -0.42, 0.05, -0.45, -0.20, -0.45, 0.21, 0.22, 0.20, 0.20, 0.22, 0.21, 0.20, 0.21, 0.22, 0.21],
  "molar_mass_g_mol": 82.15,
  "homo_ha": -0.3414,
  "gap_ev": 10.43,
  "fmax_ha_per_bohr": 0.02966
}


[8]
{
  "formula": "C6H10",
  "method": "ωB97M-V with the def2-TZVPD basis set",
  "species": ["C", "C", "C", "C", "C", "C", "H", "H", "H", "H", "H", "H", "H", "H", "H", "H"],
  "coordinates": [[0.4232, 1.5040, -1.4410], [0.9156, 0.7458, -0.1639], [2.1918, 0.6315, 0.1371], [-1.7268, -1.7328, 1.0282], [-0.6656, -1.0441, 0.2670], [-0.3244, 0.2381, 0.4575], [0.4077, 2.6169, -1.3535], [0.9678, 1.2478, -2.4007], [-0.6046, 1.1617, -1.6185], [3.0102, 1.2727, -0.3566], [2.5479, 0.0040, 0.8440], [-2.0746, -2.6762, 0.6237], [-2.7766, -1.2928, 1.1909], [-1.3243, -1.8703, 2.0625], [-0.1276, -1.7033, -0.3707], [-0.8398, 0.8971, 1.0941]],
  "nbo_charge": [-0.63, -0.12, -0.29, -0.74, 0.12, 0.09, 0.26, 0.27, 0.22, 0.24, 0.21, 0.27, 0.30, 0.31, 0.24, 0.24],
  "molar_mass_g_mol": 82.15,
  "homo_ha": [-0.5315, -0.5303],
  "s_squared": 0.75,
  "gap_ev": [9.84, 5.71],
  "total_charge": 1,
  "fmax_ha_per_bohr": 0.08430,
  "multiplicity": 2
}